Record 1
Formula: C22H20AuBBr2N7OS
Source: the Open Molecules 2025 dataset
Level of theory: ωB97M-V/def2-TZVPD

XYZ file:
```
55
Properties=species:S:1:pos:R:3:lowdin_spin:R:1
Au 0.206 0.264 0.616 0.543
Br 0.731 5.458 0.490 0.070
Br 6.158 4.100 1.103 0.076
S 0.198 -2.281 0.484 0.137
O 0.507 2.476 0.121 0.311
N -2.099 -2.807 -0.684 0.018
N 0.107 0.267 2.932 0.024
N -0.380 -2.147 -2.094 0.009
N -1.888 0.327 0.543 0.094
N -2.736 0.269 1.579 0.007
N -1.035 0.218 3.624 0.001
N 2.348 0.500 0.475 0.063
C -2.499 -3.204 -4.971 0.000
C 3.396 4.521 0.786 -0.021
C -3.986 0.353 1.105 0.001
C 4.378 3.553 0.857 0.220
C -0.534 -1.361 -4.349 0.002
C -0.757 0.196 4.939 0.000
C 4.596 -0.185 0.816 -0.002
C 4.071 2.158 0.759 0.018
C -1.058 -1.403 -5.628 0.000
C 1.683 2.801 0.388 0.085
C -1.972 -3.177 -3.687 0.002
C -0.994 -2.240 -3.371 0.000
C 1.113 0.280 3.806 0.001
C -2.051 -2.323 -5.941 0.002
C 3.244 -0.460 0.608 0.021
C 2.078 4.166 0.566 0.195
C 0.612 0.234 5.107 0.000
C -2.597 0.466 -0.582 0.006
C -3.949 0.480 -0.274 0.003
C 5.009 1.121 0.903 0.023
C -0.847 -2.420 -0.875 0.029
C 2.730 1.795 0.540 0.062
B -2.493 0.181 3.117 0.000
H -4.778 0.593 -0.950 0.001
H 5.297 -1.001 0.921 0.000
H 2.137 0.308 3.465 0.000
H 1.165 0.233 6.030 0.000
H -3.260 -3.933 -5.215 0.000
H -2.286 -3.928 -2.976 0.000
H -2.401 -2.956 0.264 0.000
H 2.869 -1.476 0.558 0.001
H -2.461 -2.360 -6.940 0.000
H -3.075 1.111 3.618 0.000
H 6.045 1.360 1.094 0.002
H -2.785 -2.778 -1.420 0.000
H -4.832 0.323 1.770 0.000
H 0.546 -1.752 -2.096 -0.001
H 3.652 5.565 0.903 -0.004
H -3.010 -0.838 3.509 0.000
H -1.548 0.155 5.670 0.000
H 0.239 -0.643 -4.095 0.000
H -0.695 -0.716 -6.379 0.000
H -2.109 0.559 -1.540 0.001
```

## Properties
Charge ... +1
Gap between HOMO and LUMO (spin up / spin down) ... 0.2438 / 0.1756 Ha
Energy relative to the best compared isomer or geometry (same formula, charge and spin) ... 7.2 kcal/mol
Multiplicity ... 3

Record 2
Formula: C2H5NO3
Source: the Open Molecules 2025 dataset
Level of theory: ωB97M-V/def2-TZVPD

XYZ file:
```
11
Properties=species:S:1:pos:R:3:mulliken_charge:R:1
O -1.186 -1.397 0.915 -0.526
O 0.911 -1.942 0.749 -0.547
O 1.295 -0.134 -1.111 -0.471
N -0.048 -1.218 0.520 0.827
C -0.504 1.096 0.123 -1.104
C 0.064 -0.172 -0.507 0.192
H -1.266 0.949 0.882 0.382
H -0.922 1.831 -0.605 0.268
H -0.622 -0.688 -1.225 0.289
H 0.288 1.479 0.726 0.346
H 1.990 0.196 -0.467 0.344
```

## Properties
Charge ... 0
Gap between HOMO and LUMO ... 0.4130 Ha
Energy relative to the best compared isomer or geometry (same formula, charge and spin) ... 87.8 kcal/mol

Record 3
Formula: C4H9N2O
Source: the Open Molecules 2025 dataset
Level of theory: ωB97M-V/def2-TZVPD

XYZ file:
```
16
Properties=species:S:1:pos:R:3:lowdin_spin:R:1
O -2.580 1.145 -2.329 0.003
N -0.324 0.864 -0.152 0.053
N -0.043 -1.041 0.853 0.004
C 1.222 -0.491 0.754 0.265
C -0.966 -0.210 0.389 0.230
C 0.983 0.794 0.166 0.306
C 2.400 -1.263 1.088 0.071
H -0.268 -2.007 1.060 -0.001
H -1.942 -0.538 0.022 0.005
H 1.716 1.559 -0.060 0.007
H 2.532 -1.185 2.189 0.040
H 2.406 -2.342 0.900 0.012
H -0.844 1.737 -0.278 0.000
H -3.518 1.141 -2.170 0.000
H 3.270 -0.742 0.682 0.003
H -2.431 0.731 -3.174 0.000
```

## Properties
Charge ... +2
Gap between HOMO and LUMO (spin up / spin down) ... 0.3219 / 0.1824 Ha
Energy relative to the best compared isomer or geometry (same formula, charge and spin) ... 7.9 kcal/mol
Multiplicity ... 2

Record 4
Formula: C27H36N3Tb
Source: the Open Molecules 2025 dataset
Level of theory: ωB97M-V/def2-TZVPD

XYZ file:
```
67
Properties=species:S:1:pos:R:3:lowdin_spin:R:1
Tb 18.016 7.520 5.639 6.637
N 15.733 7.100 5.888 -0.005
N 7.604 10.517 4.425 0.000
N 13.620 7.368 5.347 0.000
C 20.726 9.323 4.323 0.003
C 18.517 7.877 8.060 -0.047
C 19.704 7.349 7.432 -0.131
C 18.215 11.005 9.344 -0.029
C 21.994 7.359 4.977 0.000
C 8.645 9.977 4.514 0.000
C 16.856 11.199 7.111 -0.008
C 11.140 10.026 4.403 0.000
C 12.393 8.050 5.030 0.000
C 19.371 9.535 6.781 -0.033
C 12.362 9.378 4.566 0.000
C 11.182 7.341 5.142 0.000
C 20.249 5.970 7.809 -0.012
C 13.754 6.112 5.961 -0.002
C 16.144 9.602 8.836 -0.002
C 22.374 9.476 6.266 -0.010
C 20.095 4.973 6.642 -0.003
C 19.385 5.431 8.994 0.001
C 18.312 9.221 7.672 -0.220
C 17.391 10.262 8.223 -0.029
C 21.331 8.613 5.550 -0.010
C 14.848 7.917 5.331 0.005
C 21.696 5.985 8.339 -0.007
C 15.088 5.936 6.233 0.003
C 9.921 9.318 4.569 0.000
C 9.993 7.951 4.886 0.000
C 20.199 8.415 6.533 -0.118
H 16.408 8.980 9.738 0.000
H 19.168 5.217 6.094 0.011
H 18.015 7.413 8.896 0.002
H 21.494 9.332 3.545 -0.001
H 15.632 5.122 6.657 0.001
H 19.876 8.744 3.919 0.010
H 15.464 10.383 9.200 0.000
H 11.187 6.288 5.512 0.000
H 19.542 10.527 6.389 0.002
H 20.062 3.962 7.014 -0.003
H 15.995 11.807 7.425 -0.001
H 19.798 4.461 9.366 0.000
H 22.403 6.727 5.758 0.000
H 20.948 4.993 5.931 0.000
H 22.051 10.525 6.438 0.000
H 11.132 11.097 4.120 0.000
H 17.614 11.917 6.727 0.000
H 17.604 11.767 9.880 -0.006
H 18.610 10.270 10.076 0.000
H 13.291 9.929 4.414 0.000
H 21.988 4.923 8.494 -0.001
H 21.283 6.723 4.402 0.000
H 9.076 7.333 4.869 0.000
H 18.322 5.285 8.706 0.000
H 12.980 5.376 5.985 0.000
H 20.398 10.334 4.508 0.000
H 22.797 7.616 4.293 0.000
H 19.426 6.162 9.854 0.000
H 22.601 9.047 7.245 0.000
H 23.301 9.492 5.652 -0.002
H 15.034 8.863 4.901 0.002
H 22.454 6.520 7.726 0.000
H 16.430 10.620 6.257 0.002
H 15.600 8.946 8.061 0.000
H 21.661 6.428 9.364 0.000
H 19.112 11.504 8.933 0.000
```

## Properties
Charge ... +2
Gap between HOMO and LUMO (spin up / spin down) ... 0.1764 / 0.2739 Ha
Multiplicity ... 7

Record 5
Formula: C20H30AsCa2F9NO17
Source: the Open Molecules 2025 dataset
Level of theory: ωB97M-V/def2-TZVPD

XYZ file:
```
80
Properties=species:S:1:pos:R:3:mulliken_charge:R:1
As -1.350 0.155 0.778 1.889
Ca -3.755 -2.935 1.366 1.405
Ca 0.239 -2.899 2.737 1.855
F -1.222 -6.746 -0.108 -0.259
F -2.473 0.813 -0.454 -0.509
F -0.100 1.262 0.242 -0.461
F -2.030 -6.335 -1.940 -0.250
F -2.456 -1.170 1.286 -0.015
F -0.872 -0.950 -0.571 -0.442
F -3.256 -6.091 -0.134 -0.297
F -1.798 1.174 2.208 -0.472
F -0.146 -0.757 1.783 -0.248
O 0.226 1.454 -4.729 -0.350
O -3.723 -1.921 3.549 -0.735
O -1.520 -3.795 0.876 -0.554
O 3.077 -1.874 -0.891 -0.242
O 1.675 -1.126 3.600 -0.628
O 2.422 0.926 4.314 -0.347
O 2.428 6.052 0.799 -0.564
O 2.356 -3.964 -0.943 -0.327
O -2.856 -3.628 -0.887 -0.334
O 1.282 -0.153 5.722 -0.336
O 1.609 2.377 -6.023 -0.374
O -2.931 -2.018 5.546 -0.578
O 1.644 -2.598 0.743 -0.552
O 0.887 0.233 -6.334 -0.570
O 0.177 5.941 0.254 -0.408
O -1.763 -2.417 3.763 -0.672
O 0.760 5.199 2.215 -0.309
N -2.828 -2.044 4.297 0.841
C 1.444 1.155 6.316 -0.480
C -4.166 -2.721 -2.802 -1.388
C 2.342 1.912 5.356 0.435
C 0.944 1.247 -5.737 0.723
C 1.387 3.385 -4.998 -0.396
C -1.372 4.327 -0.243 -1.172
C 3.213 -3.839 -2.085 0.361
C -2.014 -5.851 -0.689 0.742
C 2.345 -2.789 -0.246 0.356
C 1.245 5.816 1.097 0.654
C 3.462 -2.375 -2.116 -0.466
C 2.430 -4.398 -3.300 -1.442
C 1.782 -0.242 4.514 0.688
C -1.770 -4.309 -0.386 -0.004
C -2.847 -3.257 -2.276 -0.279
C 0.651 2.416 -2.695 -1.181
C 0.331 2.741 -4.158 0.359
C -0.709 5.009 2.193 -0.024
C -1.060 5.422 0.763 0.339
C 1.754 3.285 4.933 -1.282
H 4.542 -2.290 -2.236 0.327
H -1.884 6.131 0.679 0.337
H 2.120 4.229 5.336 0.402
H 4.099 -4.395 -1.779 0.315
H -1.482 4.618 -1.288 0.384
H 1.048 4.315 -5.455 0.294
H -1.394 5.383 2.953 0.345
H -2.247 3.707 -0.046 0.467
H -0.698 3.919 2.220 -0.037
H 0.501 1.688 6.189 0.292
H 2.910 -1.872 -2.909 0.317
H 1.641 -3.790 -3.742 0.342
H -0.924 -3.929 -0.958 0.282
H 2.242 3.570 -4.348 0.289
H -4.293 -1.684 -2.492 0.345
H -3.818 -2.705 -3.835 0.401
H 3.379 2.073 5.653 0.350
H 0.664 3.281 4.934 0.258
H 3.160 -4.480 -4.106 0.432
H 0.875 3.409 -2.303 0.354
H 2.153 -5.358 -2.865 0.362
H -2.572 -4.101 -2.909 0.363
H 2.105 3.151 3.909 0.292
H -0.623 3.538 -0.176 -0.004
H -5.114 -3.254 -2.870 0.337
H -0.089 1.935 -2.056 0.152
H 1.638 1.963 -2.595 0.349
H -2.061 -2.524 -2.456 0.274
H -0.666 3.148 -4.328 0.330
H 1.692 1.223 7.375 0.354
```

## Properties
Charge ... +1
Gap between HOMO and LUMO ... 0.3138 Ha
Energy relative to the best compared isomer or geometry (same formula, charge and spin) ... 28.5 kcal/mol

Record 6
Formula: C5H7Cl4OP
Source: the Open Molecules 2025 dataset
Level of theory: ωB97M-V/def2-TZVPD

XYZ file:
```
18
Properties=species:S:1:pos:R:3:mulliken_charge:R:1
Cl 0.665 0.618 -0.994 -0.180
Cl 3.860 1.009 -1.664 -0.164
Cl 4.906 -2.228 -0.794 -0.136
Cl 5.539 0.619 1.021 -0.206
P 3.679 0.787 0.278 0.823
O 3.000 1.863 0.931 -0.532
C 2.869 -0.859 0.423 -0.242
C -1.224 0.281 0.729 -0.713
C -0.287 2.614 0.543 -0.875
C 3.397 -2.009 0.093 -0.283
C -0.433 1.194 0.173 0.496
H -1.371 2.945 0.872 0.327
H 2.956 -2.906 0.512 0.369
H -0.099 3.015 -0.446 0.291
H 0.503 2.791 1.366 0.209
H -1.006 -0.749 0.292 0.253
H 1.949 -0.630 1.148 0.305
H -2.118 0.689 1.279 0.259
```

## Properties
Charge ... 0
Gap between HOMO and LUMO ... 0.3562 Ha
Energy relative to the best compared isomer or geometry (same formula, charge and spin) ... 27.4 kcal/mol

Record 7
Formula: C32H55NP2SiTl
Source: the Open Molecules 2025 dataset
Level of theory: ωB97M-V/def2-TZVPD

XYZ file:
```
92
Properties=species:S:1:pos:R:3:mulliken_charge:R:1
Tl -0.385 -0.348 -2.798 1.173
P 0.873 2.244 -0.052 0.795
P -2.272 1.080 0.192 0.549
Si -0.771 -4.924 -0.579 -0.103
N 0.364 -3.684 -0.909 0.024
C 2.290 0.171 3.490 0.431
C -0.789 5.415 -1.904 -0.547
C 4.048 -3.911 -1.359 -0.525
C -0.887 2.060 -0.678 2.198
C -0.479 3.265 -3.190 -0.316
C 0.384 1.701 4.368 -1.459
C 1.853 -2.722 -2.538 -0.620
C -3.291 2.332 1.079 -1.255
C -3.139 0.165 -1.373 -0.895
C 4.208 -2.914 -2.349 -0.606
C -1.089 -1.071 4.489 -1.529
C -2.323 5.291 -1.887 -1.697
C 1.088 3.956 0.606 -1.078
C 1.576 -3.559 -1.407 -0.271
C -3.248 2.975 -2.137 -0.322
C -2.769 3.968 -1.351 -0.033
C 3.648 -1.922 2.805 -1.211
C 0.956 0.410 3.936 0.627
C -1.692 3.572 -4.012 -1.411
C -0.614 -6.316 -1.773 -1.081
C -2.969 2.873 -3.596 -0.997
C 2.427 -1.225 3.266 0.732
C 2.772 -4.238 -0.893 -0.209
C 1.968 2.148 -1.627 -1.327
C 0.966 -3.307 3.598 -1.192
C 3.333 1.201 3.284 -1.595
C -2.490 -4.174 -0.686 -0.881
C 3.102 -2.262 -2.890 -0.522
C 1.206 -1.854 3.611 0.995
C 0.011 4.270 -2.396 -0.688
C 0.301 -0.850 4.046 0.301
C -0.504 -5.586 1.175 -0.935
H 4.058 0.876 2.528 0.463
H -2.757 5.680 -2.830 0.372
H 5.187 -2.735 -2.767 0.361
H 2.941 2.548 -1.319 0.510
H -2.892 1.807 -3.904 0.199
H -1.199 3.086 -0.989 -1.606
H -3.945 2.227 -1.758 1.255
H -2.781 -3.660 0.243 0.248
H -3.815 3.225 -4.219 0.465
H 1.728 -3.836 4.194 0.386
H -1.102 -1.404 5.541 0.349
H -0.903 -6.605 1.293 0.434
H 0.572 4.814 0.154 0.159
H 3.876 1.379 4.224 0.370
H 4.472 -1.211 2.661 0.391
H 2.163 4.193 0.650 0.416
H 1.018 -2.398 -3.145 0.762
H 0.048 2.291 -3.393 0.743
H 1.056 4.344 -2.048 0.829
H 2.095 1.084 -1.873 0.189
H 4.935 -4.415 -0.935 0.374
H -1.419 -7.033 -1.703 0.392
H -2.582 -0.801 -1.497 -0.058
H 3.966 -2.676 3.542 0.313
H -1.681 -0.146 4.424 0.306
H 0.451 1.843 5.459 0.342
H -0.566 6.373 -2.401 0.401
H 2.895 2.154 2.954 0.223
H -3.146 0.589 -2.416 0.258
H 2.641 -4.971 -0.082 0.330
H -3.578 1.793 1.997 0.419
H -2.994 3.984 -0.284 0.299
H -2.642 3.166 1.408 0.374
H -0.597 -5.973 -2.794 0.338
H -0.018 -3.539 4.023 0.462
H -4.182 -0.099 -1.104 0.466
H -1.597 -1.843 3.886 0.408
H -1.908 4.633 -4.171 0.274
H -0.910 1.741 -1.763 -1.453
H -4.242 2.732 0.678 0.400
H -0.674 1.764 4.097 0.328
H 1.718 2.659 -2.566 0.387
H 0.566 -5.629 1.411 0.248
H 3.500 -2.448 1.848 0.229
H -0.993 -4.959 1.935 0.141
H -2.560 -3.451 -1.512 0.087
H -1.495 3.359 -5.080 0.613
H 0.901 2.538 3.888 0.293
H -0.511 5.724 -0.871 0.140
H 0.995 -3.737 2.584 -0.010
H 0.300 -6.870 -1.644 0.336
H 3.213 -1.454 -3.621 0.402
H -2.741 6.109 -1.253 0.502
H -3.243 -4.953 -0.879 0.374
H 0.714 3.898 1.638 0.246
```

## Properties
Charge ... +1
Gap between HOMO and LUMO (spin up / spin down) ... 0.0955 / 0.0937 Ha
Energy relative to the best compared isomer or geometry (same formula, charge and spin) ... 34.8 kcal/mol

Record 8
Formula: C6H50NO19
Source: the Open Molecules 2025 dataset
Level of theory: ωB97M-V/def2-TZVPD

XYZ file:
```
76
Properties=species:S:1:pos:R:3:mulliken_charge:R:1
O 39.040 11.394 26.769 -0.557
O 38.124 9.328 23.079 -0.658
O 35.285 15.926 31.159 -0.585
O 37.249 12.965 25.078 -0.674
O 39.087 10.153 29.195 -0.701
O 34.248 9.586 24.900 0.041
O 37.833 7.964 25.586 -0.467
O 40.160 13.549 28.099 -0.721
O 31.589 9.080 26.251 -0.699
O 37.128 8.328 28.548 -0.646
O 38.041 13.875 34.421 -0.653
O 36.783 5.367 25.481 -0.655
O 36.811 12.364 30.328 -0.394
O 34.120 14.991 27.054 -0.639
O 33.872 6.059 21.816 -0.560
O 41.586 11.920 29.871 -0.558
O 37.344 16.526 29.231 -0.624
O 33.786 11.412 22.369 -0.617
O 31.410 8.900 23.037 -0.611
N 35.184 12.422 27.059 0.068
C 36.297 13.138 29.224 -0.348
C 35.128 10.305 25.762 -0.355
C 37.929 13.103 30.986 -0.487
C 35.621 11.950 28.357 -0.257
C 34.345 11.478 26.308 -0.645
C 34.724 8.222 24.422 -0.366
H 36.348 5.386 26.316 0.292
H 36.979 16.059 29.944 0.279
H 30.435 9.203 23.003 0.310
H 37.113 13.568 28.857 0.526
H 37.632 9.139 28.899 0.469
H 34.588 13.372 27.051 0.464
H 33.390 10.994 26.824 0.244
H 37.617 14.084 31.290 0.311
H 40.643 12.956 28.647 0.373
H 38.068 12.672 25.387 0.259
H 39.058 13.597 34.402 0.334
H 37.428 8.264 27.654 0.206
H 33.874 7.879 24.105 0.291
H 38.851 10.655 28.445 0.365
H 38.187 8.593 24.962 0.103
H 34.651 16.455 30.846 0.243
H 35.047 7.578 25.334 0.175
H 39.393 12.127 27.132 0.425
H 35.729 8.269 23.726 0.005
H 31.437 7.807 23.057 0.318
H 38.051 10.111 22.521 0.285
H 38.252 16.682 29.535 0.313
H 36.091 10.649 25.397 0.305
H 31.774 8.424 26.973 0.333
H 39.510 14.210 28.519 0.287
H 35.873 12.768 26.472 0.397
H 34.193 15.619 27.732 0.265
H 42.096 11.257 29.676 0.208
H 37.059 12.797 24.151 0.266
H 39.072 12.997 30.620 -0.009
H 38.811 7.829 25.971 0.346
H 32.898 6.103 21.887 0.273
H 37.858 14.718 34.990 0.331
H 37.334 6.298 25.401 0.409
H 39.813 10.782 26.496 0.268
H 33.117 12.076 22.646 0.311
H 35.654 13.972 29.701 0.168
H 35.513 9.662 26.516 0.173
H 42.023 12.624 30.452 0.298
H 39.886 9.388 28.992 0.314
H 37.957 8.463 22.519 0.333
H 37.951 12.768 32.021 0.342
H 33.958 5.343 21.236 0.294
H 32.156 8.998 25.457 0.291
H 33.960 12.144 25.508 0.305
H 36.396 11.208 28.054 0.086
H 33.385 10.657 22.698 0.266
H 34.945 15.285 31.821 0.314
H 34.762 11.446 28.822 0.299
H 33.647 15.175 26.149 0.306
```

## Properties
Charge ... +1
Gap between HOMO and LUMO ... 0.3506 Ha
Energy relative to the best compared isomer or geometry (same formula, charge and spin) ... 40.4 kcal/mol